Record 1
C7H12N2 | the ωB97M-V functional and the def2-TZVPD basis

Computed properties:
**ΔE to the lowest compared entry with this formula, charge and spin**: 25.2 kcal/mol
**E**: -383.38313 Eh
**Lowest unoccupied orbital energy**: 0.93 eV
**Highest occupied orbital energy**: -8.583 eV
**SMILES string**: CC(C)c1ccnn1C
**Charge**: 0
**Gap between HOMO and LUMO**: 9.52 eV

CARTESIAN COORDINATES (ANGSTROEM)
N  -1.4882  -0.6909  -0.0139
N  -2.6278  -0.0353  -0.3176
C  1.7376  0.4331  -1.1636
C  1.0745  -0.1491  0.1048
C  -1.4925  -2.0753  0.1260
C  -2.3096  1.2497  -0.3364
C  -0.9343  1.4593  -0.1781
C  -0.4149  0.0971  -0.0270
C  1.7126  0.5178  1.3154
H  2.8459  0.6356  1.1181
H  -2.3366  -2.3804  0.6778
H  -1.4207  -2.6696  -0.8279
H  -0.2393  2.2657  -0.2306
H  -0.6456  -2.4236  0.8774
H  2.7842  0.2498  -1.0957
H  1.4025  -0.0174  2.2235
H  1.5776  1.5142  -1.2037
H  -3.2202  1.9074  -0.2958
H  1.4360  -0.1036  -2.0968
H  1.3112  1.4865  1.2549
H  1.2478  -1.2709  0.0892

Atomic forces in eV per Å
N 0.53 1.04 -1.23
N -0.17 -0.40 1.12
C -0.57 -0.82 -0.40
C -0.18 -1.98 -1.25
C 2.41 -3.10 0.99
C -1.24 0.76 0.25
C 0.70 -3.43 0.09
C -0.28 4.09 0.41
C 1.24 -1.09 -0.82
H -1.74 -0.58 0.83
H -1.41 -0.26 0.23
H -0.01 0.72 0.87
H -0.37 0.77 0.03
H -1.27 0.85 -1.85
H 1.04 0.01 0.13
H 0.55 0.49 -0.03
H -0.06 -0.23 -0.32
H 1.48 -0.30 -0.57
H -0.21 0.76 0.68
H -0.40 1.52 0.71
H -0.04 1.16 0.16

natural (NBO) atomic charge list, values in e, 4 entries: -0.19, -0.30, -0.59, -0.25


Record 2
C12H21BrClCuN3O4 | the ωB97M-V functional and the def2-TZVPD basis

Computed properties:
**ΔE to the lowest compared entry with this formula, charge and spin**: 9.1 kcal/mol
**E**: -5609.58836 Eh
**Lowest unoccupied orbital energy**: 2.74 eV
**Highest occupied orbital energy**: -4.558 eV
**Charge**: -1
**Gap between HOMO and LUMO**: 7.29 eV

CARTESIAN COORDINATES (ANGSTROEM)
Br  2.7952  0.4455  0.0445
Cu  -0.0074  0.5787  0.4304
Cl  -2.2018  0.5458  -2.3607
O  -0.9863  0.2975  -3.0865
O  -1.8743  0.8512  -0.9653
O  -2.8769  1.6933  -2.9199
O  -3.0602  -0.6176  -2.4050
N  0.3727  -1.8931  0.7918
N  0.4811  2.8350  0.4353
N  -1.3892  0.7315  2.4081
C  2.6095  -4.5325  0.9294
C  1.2847  -2.4489  1.2012
C  0.6882  4.6276  -1.4271
C  0.5488  3.6084  -0.4085
C  2.4914  -4.4796  -0.5882
C  2.4761  -3.1817  1.5943
C  -3.3723  -0.7698  3.1689
C  -3.6519  -1.7961  0.8576
C  2.6520  5.1948  -3.0101
C  -2.2837  0.0914  2.7054
C  -3.5381  -2.0429  2.3393
C  2.1650  5.1362  -1.5619
H  -4.4355  -1.0817  0.6136
H  -4.2860  -0.1837  3.2579
H  2.5472  -3.2689  2.6791
H  0.2540  4.3037  -2.3731
H  1.5520  -4.0108  -0.9038
H  -3.1060  -1.0565  4.1925
H  2.7863  4.5021  -0.9326
H  3.7433  5.1367  -3.0246
H  2.1773  6.1383  -1.1347
H  -3.7994  -2.7293  0.3120
H  -2.7730  -2.7805  2.5741
H  2.5282  -5.4541  -1.0709
H  3.2996  -2.5133  1.3051
H  3.2465  -3.8180  -1.0254
H  0.0521  5.4704  -1.1375
H  -4.4955  -2.4706  2.6660
H  3.5710  -4.9866  1.1824
H  -2.7207  -1.4258  0.4293
H  2.4273  6.1786  -3.4304
H  2.2517  4.4138  -3.6493
H  1.8573  -5.2388  1.2974

Atomic forces in eV per Å
Br -0.41 -0.10 0.11
Cu 0.55 0.13 -0.16
Cl 0.11 0.07 -0.27
O -0.02 -0.08 0.06
O 0.15 -0.15 0.38
O -0.09 -0.16 0.11
O 0.12 0.28 0.13
N -0.64 0.39 0.08
N -0.33 -0.18 -0.02
N 0.95 0.49 -0.66
C -0.14 -1.01 -0.62
C -0.02 -0.35 0.01
C 0.12 0.92 -0.19
C -0.08 -0.18 0.12
C -0.27 0.83 -0.44
C 0.73 0.62 0.22
C 0.54 -0.14 0.53
C 0.72 -0.14 -0.63
C 0.55 0.56 0.33
C -0.77 -0.60 0.39
C -1.07 -0.08 0.07
C -0.82 -0.38 -0.03
H -0.09 -0.05 -0.06
H -0.07 0.00 -0.32
H -0.24 0.03 0.03
H 0.22 -0.39 0.01
H -0.04 -0.16 0.21
H -0.06 0.09 -0.02
H 0.14 -0.04 -0.18
H -0.05 -0.17 -0.08
H 0.24 -0.01 0.07
H -0.38 0.00 0.09
H 0.22 0.16 -0.01
H 0.18 -0.10 0.15
H -0.04 -0.11 -0.07
H 0.16 -0.25 0.08
H -0.02 -0.11 0.11
H 0.19 -0.13 0.16
H 0.05 0.22 0.18
H 0.05 0.33 0.10
H -0.26 -0.17 -0.20
H -0.06 -0.10 0.06
H -0.06 0.20 0.16

natural (NBO) atomic charge list, values in e, 4 entries: -0.92, 0.87, 2.54, -0.85


Record 3
H2NOS2 | the ωB97M-V functional and the def2-TZVPD basis

Computed properties:
**ΔE to the lowest compared entry with this formula, charge and spin**: 8.0 kcal/mol
**E**: -927.48982 Eh
**Lowest unoccupied orbital energy (spin up / spin down)**: 3.69 / 3.62 eV
**Highest occupied orbital energy (spin up / spin down)**: -2.224 / -3.751 eV
**<S²>**: 2.012
**Charge**: -1
**Gap between HOMO and LUMO (spin up / spin down)**: 5.91 / 7.37 eV
**2S+1**: 3

CARTESIAN COORDINATES (ANGSTROEM)
S  1.8100  -1.8448  0.0222
S  -0.5411  0.6309  -0.4139
O  -2.7776  1.5587  0.2994
N  -1.6334  1.2487  0.6612
H  2.3504  -0.8058  -0.5322
H  0.7917  -0.7877  -0.0367

Atomic forces in eV per Å
S -1.12 0.20 0.25
S 1.37 -0.32 -0.86
O -0.56 0.35 0.80
N -0.86 0.18 -0.19
H 1.47 0.72 -0.71
H -0.31 -1.14 0.71

natural (NBO) atomic charge list, values in e, 4 entries: -0.50, -0.28, -0.38, -0.16